DFT (wB97M-V/def2-TZVPD) results for a 2-piece molecular cluster, C8H19BFNO4PS overall.

```
36
Properties=species:S:1:pos:R:3
O -3.625 4.841 -0.938
C -3.283 3.991 -1.718
C -4.187 2.945 -2.307
C -3.468 1.635 -2.563
C -4.320 0.576 -3.249
O -3.670 -0.628 -2.908
B -3.289 -0.414 -1.504
F -4.240 -0.895 -0.590
P -1.609 -1.473 -1.189
S -0.617 -1.381 0.534
O -3.078 1.030 -1.361
H -2.252 4.009 -2.139
H -4.560 3.344 -3.262
H -5.030 2.795 -1.631
H -2.571 1.831 -3.182
H -5.335 0.589 -2.819
H -4.398 0.699 -4.333
H -1.946 -2.805 -1.514
H -0.746 -1.239 -2.282
C 3.744 -0.724 3.861
C 3.382 -1.948 3.023
C 4.178 -2.057 1.715
O 3.789 -1.175 0.685
C 4.275 0.143 0.779
N 1.938 -1.990 2.855
H 3.280 0.175 3.452
H 3.367 -0.848 4.876
H 4.824 -0.566 3.904
H 3.667 -2.838 3.599
H 4.024 -3.057 1.303
H 5.253 -1.937 1.925
H 5.296 0.161 1.181
H 3.644 0.778 1.406
H 4.283 0.556 -0.229
H 1.642 -2.856 2.417
H 1.636 -1.267 2.205
```

## Properties
LUMO energy: 0.10904 Eh
Net charge: -1
Multiplicity: 1



DFT (wB97M-V/def2-TZVPD) results for a 2-piece molecular cluster, C8H19BN2O4PS overall in a non-equilibrium geometry.

```
36
Properties=species:S:1:pos:R:3
C -0.019 2.523 1.361
C 0.391 1.353 0.520
N 1.080 0.401 0.998
C -0.009 1.363 -0.954
P -0.892 -0.152 -1.396
S -1.551 -0.016 -3.360
B -2.203 -0.669 0.008
O -1.643 -1.570 0.864
N -3.520 -0.159 0.148
C -4.305 -0.054 -1.091
C -3.635 1.055 0.996
H -0.175 2.223 2.386
H 0.785 3.255 1.319
H -0.894 3.019 0.959
H 1.286 -0.276 0.262
H 0.882 1.412 -1.575
H -0.627 2.219 -1.204
H 0.069 -1.167 -1.455
H -2.091 1.201 -3.243
H -1.112 -1.149 1.551
H -4.049 -0.836 -1.794
H -4.175 0.910 -1.584
H -5.355 -0.150 -0.843
H -3.725 0.765 2.036
H -2.776 1.714 0.894
H -4.530 1.584 0.702
C 5.027 -2.533 0.400
C 4.583 -1.225 1.033
O 3.556 -0.806 0.121
C 3.072 -1.886 -0.508
O 2.076 -1.862 -1.171
O 3.825 -2.964 -0.271
H 5.339 -3.282 1.120
H 5.812 -2.397 -0.344
H 4.140 -1.367 2.019
H 5.364 -0.474 1.094
```

## Properties
LUMO energy: -0.13411 Eh
Net charge: +1
Multiplicity: 1



DFT (wB97M-V/def2-TZVPD) results for a 3-piece molecular cluster, C8H19BN7O5P overall.

```
41
Properties=species:S:1:pos:R:3
N -1.994 -5.256 1.389
P -2.902 -4.065 1.014
C -2.014 -2.682 0.201
N -2.177 -1.452 0.667
N -1.482 -0.489 0.116
C -0.678 -0.823 -0.889
O 0.055 0.138 -1.434
B -0.540 1.285 -1.994
O -1.410 1.136 -3.044
O -0.105 2.477 -1.513
N -0.527 -2.059 -1.386
N -1.207 -3.006 -0.817
H -2.219 -6.148 0.971
H -3.997 -4.239 0.142
H -3.458 -3.322 2.067
H -2.353 1.161 -2.870
H -0.791 3.151 -1.550
C -0.552 7.245 -0.857
C -1.677 6.470 -0.207
O -2.829 6.562 -0.594
N -1.354 5.651 0.832
C -0.048 5.394 1.402
H -0.981 7.838 -1.659
H -0.064 7.908 -0.141
H 0.205 6.577 -1.269
H -2.148 5.173 1.230
H 0.196 4.333 1.316
H -0.010 5.668 2.458
H 0.710 5.964 0.874
C 4.233 -5.065 0.842
C 2.729 -5.236 0.767
O 2.197 -6.291 1.054
N 1.994 -4.160 0.363
C 2.491 -2.856 -0.023
H 4.651 -6.009 1.176
H 4.653 -4.812 -0.133
H 4.510 -4.280 1.546
H 1.000 -4.340 0.333
H 2.099 -2.066 0.623
H 2.220 -2.623 -1.055
H 3.573 -2.852 0.051
```

## Properties
LUMO energy: -0.05113 Eh
Structure (SMILES): N=[PH2]c1nnc(OB(O)O)nn1.CNC(C)=O.CNC(C)=O
Multiplicity: 1